Density functional theory data (the ωB97M-V functional and the def2-TZVPD basis) for an isolated molecule of C18H23BBrClN2O3.

Output
E_HOMO, eV: -9.21
LUMO energy, Eh: 0.0124
Net charge: 0
Structure (SMILES): C#C[C@@]1(CCN)[C@](Br)([C@H](Cl)CC)C(=O)N[C@]1(CB(O)O)c1ccccc1

Last column: Löwdin charge in e.
Positions of all 49 atoms, in Å:
Br  0.572  0.910  -3.184  0.8649
Cl  -1.096  -1.700  -4.140  0.6056
O  1.209  -2.335  -2.101  0.0874
O  4.392  0.079  0.813  0.0932
O  3.880  0.262  -1.605  0.0923
N  1.402  -1.092  -0.159  0.0953
N  -1.487  -2.695  0.175  0.0001
C  -1.586  -0.789  -2.601  -0.6113
C  -0.793  1.894  -0.515  -0.1393
C  -1.756  -1.549  1.103  -0.2403
C  -0.506  0.334  -0.345  -0.2788
C  1.859  -0.652  4.255  -0.0654
C  1.140  0.398  5.035  -0.0797
C  1.752  -0.694  2.751  -0.0237
C  2.084  1.223  -0.008  -0.0260
C  -0.295  -0.268  -1.827  -0.5536
C  0.920  0.305  1.983  -0.1190
C  0.192  1.343  2.774  -0.0191
C  -2.593  0.367  -3.057  -0.2792
C  0.813  -1.368  -1.492  -0.4271
C  0.895  0.223  0.390  -0.3070
C  -1.838  -0.133  0.395  -0.1089
C  -2.654  0.638  -4.630  -0.1987
C  0.293  1.392  4.280  -0.0541
C  -0.949  3.103  -0.624  0.1060
B  3.516  0.488  -0.235  -0.5523
H  -0.597  -3.107  0.502  0.0666
H  -0.234  2.197  4.865  0.0922
H  4.844  0.437  -1.637  0.1060
H  -2.788  -1.737  1.556  0.1211
H  -3.207  -0.163  -5.203  0.0633
H  -1.039  -1.588  1.983  0.1094
H  -1.372  4.132  -0.669  0.0586
H  2.512  -1.388  4.801  0.0944
H  4.126  -0.822  1.095  0.0944
H  1.870  1.896  -0.887  0.0763
H  2.234  1.918  0.887  0.1245
H  -0.423  2.121  2.235  0.0998
H  -2.047  0.622  1.224  0.1195
H  2.358  -1.502  2.245  0.0949
H  -3.643  0.043  -2.755  0.1135
H  -1.646  0.892  -5.076  0.0369
H  -2.414  1.367  -2.568  0.0894
H  -3.282  1.587  -4.755  0.0787
H  -2.755  -0.127  -0.271  0.1235
H  -2.171  -3.439  0.390  0.0808
H  -2.122  -1.554  -1.974  0.0852
H  1.250  0.439  6.160  0.0950
H  1.180  -1.909  0.424  0.1143